1.
{
  "formula": "CH4N2O",
  "method": "wB97M-V/def2-TZVPD",
  "smiles": "N=C=O.N",
  "relative_energy_kcal_mol": 30.39,
  "e_homo_ev": -9.6,
  "multiplicity": 1,
  "orbital_gap_ev": 10.18,
  "e_lumo_ev": 0.56,
  "energy_ev": -6129.190,
  "symbols": ["C", "N", "N", "O", "H", "H", "H", "H"],
  "positions_angstrom": [[-2.789, -0.217, 0.004], [-3.357, -1.194, 0.360], [0.752, 1.129, 0.137], [-1.939, 0.471, -0.341], [1.239, 0.245, -0.120], [-4.125, -1.569, 0.859], [1.034, 1.728, -0.635], [-0.248, 0.935, 0.043]],
  "forces_ev_per_angstrom": [[0.080, -2.025, 0.937], [-0.875, -0.796, 0.020], [0.716, -1.020, -0.511], [0.550, 2.385, -1.197], [-0.553, 0.653, 0.537], [-0.431, 0.264, 0.131], [-0.313, 0.271, 0.131], [0.825, 0.269, -0.049]]
}


2.
{
  "formula": "C3HN2O3P",
  "method": "wB97M-V/def2-TZVPD",
  "smiles": "N#CC(C#N)P(=O)([O-])[O-]",
  "relative_energy_kcal_mol": 0.00,
  "e_homo_ev": -0.2,
  "multiplicity": 1,
  "orbital_gap_ev": 7.29,
  "e_lumo_ev": 7.13,
  "energy_ev": -21540.179,
  "charge": -2,
  "symbols": ["C", "C", "C", "N", "N", "O", "O", "O", "P", "H"],
  "positions_angstrom": [[0.529, 1.298, 1.013], [-1.503, 0.498, 0.366], [-0.141, 0.109, 0.653], [1.004, 2.311, 1.378], [-2.625, 0.555, 0.073], [0.341, -0.025, -2.308], [2.037, -0.918, -0.513], [-0.078, -2.164, -0.974], [0.640, -0.865, -1.033], [-0.205, -0.798, 1.344]],
  "forces_ev_per_angstrom": [[1.933, 2.505, 1.835], [-1.233, -1.137, -0.603], [-1.506, -1.163, -0.405], [-0.893, -2.134, -0.934], [0.552, 0.520, 0.398], [0.369, -0.557, 2.318], [1.017, 0.500, 0.360], [-1.190, -0.931, 0.507], [0.245, 0.861, -2.763], [0.706, 1.536, -0.712]]
}


3.
{
  "formula": "C21H35N7O8P3PtSe",
  "method": "wB97M-V/def2-TZVPD",
  "relative_energy_kcal_mol": 18.79,
  "e_homo_ev": -11.4,
  "multiplicity": 1,
  "orbital_gap_ev": 7.86,
  "e_lumo_ev": -3.50,
  "energy_ev": -145617.056,
  "charge": 1,
  "symbols": ["Pt", "C", "C", "O", "P", "O", "O", "O", "P", "O", "O", "O", "H", "H", "H", "H", "H", "H", "H", "Se", "N", "C", "C", "C", "C", "C", "C", "N", "H", "H", "H", "H", "C", "N", "C", "P", "O", "N", "C", "C", "N", "C", "C", "H", "H", "H", "H", "H", "H", "H", "H", "H", "H", "H", "H", "H", "H", "H", "H", "H", "H", "N", "C", "N", "C", "C", "C", "C", "C", "C", "H", "H", "H", "H", "H", "H"],
  "positions_angstrom": [[-0.266, 0.764, -0.246], [-3.146, -0.030, -4.389], [-2.502, 0.332, -3.057], [-1.088, 0.539, -3.204], [-3.233, 1.832, -2.317], [-4.790, 1.629, -2.453], [-2.957, 3.082, -3.260], [-2.690, 2.003, -0.964], [-2.884, -0.902, -1.732], [-2.494, -2.290, -2.456], [-4.352, -0.837, -1.486], [-1.904, -0.701, -0.588], [-2.990, 0.773, -5.112], [-4.214, -0.207, -4.276], [-2.687, -0.938, -4.781], [-0.672, -0.331, -3.239], [-5.014, 0.765, -2.016], [-3.618, 3.214, -3.951], [-3.259, -2.879, -2.494], [0.308, 3.329, -2.236], [-0.211, 2.715, -0.619], [-0.921, 3.661, -0.022], [-1.571, 3.546, 1.243], [-2.261, 4.613, 1.702], [-2.339, 5.850, 0.969], [-1.726, 6.003, -0.224], [-1.003, 4.889, -0.767], [-0.404, 4.902, -1.941], [-1.540, 2.603, 1.772], [-2.785, 4.542, 2.646], [-2.907, 6.667, 1.392], [-1.766, 6.926, -0.785], [3.302, -2.549, 0.509], [2.073, -3.085, 1.074], [2.244, -4.341, 1.786], [0.672, -2.226, 1.114], [0.660, -1.319, -0.086], [-0.606, -3.242, 1.150], [-1.061, -3.861, -0.089], [-1.140, -3.865, 2.350], [0.617, -1.372, 2.543], [-0.643, -0.725, 2.906], [1.460, -1.688, 3.686], [3.760, -3.295, -0.145], [4.027, -2.295, 1.292], [3.086, -1.663, -0.082], [2.643, -5.101, 1.110], [1.294, -4.701, 2.176], [2.941, -4.236, 2.624], [-0.684, -3.309, -0.944], [-2.150, -3.832, -0.126], [-0.730, -4.904, -0.149], [-0.662, -3.474, 3.245], [-0.984, -4.948, 2.326], [-2.215, -3.682, 2.424], [-1.206, -0.446, 2.015], [-0.436, 0.178, 3.489], [-1.280, -1.372, 3.516], [2.425, -2.065, 3.357], [1.005, -2.424, 4.359], [1.633, -0.778, 4.267], [3.237, 1.373, 1.740], [1.896, 1.349, 1.638], [1.518, 1.111, 0.406], [2.674, 0.952, -0.359], [2.843, 0.661, -1.711], [4.138, 0.551, -2.169], [5.240, 0.725, -1.312], [5.078, 1.015, 0.026], [3.768, 1.123, 0.482], [3.749, 1.555, 2.586], [1.231, 1.535, 2.464], [1.989, 0.510, -2.359], [4.315, 0.320, -3.210], [6.239, 0.628, -1.714], [5.927, 1.150, 0.683]],
  "forces_ev_per_angstrom": [[1.339, -2.034, 0.067], [0.065, -0.061, -0.009], [-0.034, -0.026, 0.031], [-0.031, 0.035, 0.054], [-0.250, -0.053, -0.076], [-0.009, -0.015, 0.018], [0.020, -0.005, -0.033], [-0.354, 0.378, -0.088], [-0.081, 0.149, 0.170], [0.055, -0.122, 0.133], [0.048, -0.071, 0.026], [-0.090, 0.588, -0.446], [0.004, -0.004, -0.001], [0.003, 0.000, -0.002], [0.003, 0.006, -0.011], [0.001, -0.013, -0.056], [0.018, 0.003, -0.037], [-0.014, 0.000, 0.016], [-0.017, 0.067, -0.116], [-0.010, -0.014, 0.097], [-1.219, 0.368, -0.234], [0.245, 0.014, 0.230], [0.013, -0.032, -0.094], [-0.002, 0.101, -0.001], [-0.013, -0.050, 0.073], [0.022, -0.051, -0.046], [0.038, 0.099, 0.066], [0.123, -0.034, -0.021], [-0.022, -0.014, -0.011], [0.002, 0.007, -0.002], [0.014, -0.004, 0.015], [-0.009, -0.021, -0.023], [0.004, 0.038, 0.015], [0.044, 0.042, -0.006], [-0.015, -0.028, -0.029], [0.031, 0.002, 0.095], [-0.548, 0.433, 0.068], [0.018, -0.060, -0.035], [0.031, -0.010, -0.010], [-0.038, 0.046, 0.015], [-0.143, -0.089, 0.107], [0.000, 0.030, -0.039], [0.062, 0.042, -0.057], [0.000, -0.002, 0.009], [-0.010, 0.000, -0.001], [-0.001, -0.007, -0.009], [-0.004, 0.002, -0.003], [-0.006, 0.005, -0.007], [-0.007, 0.010, 0.000], [-0.009, 0.013, 0.000], [-0.001, -0.004, 0.008], [-0.009, 0.002, 0.008], [0.008, -0.008, -0.006], [0.011, 0.000, 0.003], [0.002, 0.003, -0.009], [-0.010, -0.038, -0.007], [0.003, 0.010, -0.016], [0.022, 0.015, 0.043], [-0.006, -0.016, -0.006], [-0.006, 0.005, 0.006], [-0.005, -0.003, 0.001], [0.012, -0.032, -0.025], [-0.026, 0.177, -0.049], [0.811, 0.225, 0.087], [-0.077, 0.099, 0.059], [-0.040, -0.027, 0.007], [0.033, 0.007, 0.017], [-0.021, -0.006, -0.023], [-0.002, -0.015, -0.007], [0.044, 0.001, 0.092], [0.006, 0.015, 0.008], [-0.009, -0.052, -0.002], [0.005, -0.021, 0.015], [0.000, 0.005, 0.002], [-0.004, 0.005, -0.005], [-0.010, -0.003, -0.002]]
}


4.
{
  "formula": "C23H30Br2F2NO4P",
  "method": "wB97M-V/def2-TZVPD",
  "e_homo_ev": -0.9,
  "multiplicity": 1,
  "orbital_gap_ev": 4.62,
  "e_lumo_ev": 3.71,
  "energy_ev": -188818.608,
  "charge": -2,
  "symbols": ["C", "C", "C", "C", "P", "Br", "C", "C", "O", "Br", "C", "C", "O", "N", "C", "C", "C", "O", "O", "H", "H", "H", "H", "H", "H", "H", "H", "H", "H", "H", "H", "H", "H", "H", "H", "H", "H", "H", "H", "F", "C", "C", "C", "C", "C", "C", "H", "H", "H", "H", "H", "F", "C", "C", "C", "C", "C", "C", "H", "H", "H", "H", "H"],
  "positions_angstrom": [[4.359, 2.171, 0.341], [3.757, 0.827, -0.455], [2.662, 1.278, -1.527], [3.344, 2.372, -2.599], [1.591, -0.002, -2.432], [0.204, -1.370, -3.585], [2.434, -1.557, -1.739], [1.721, -2.320, -0.483], [0.657, -3.129, -0.760], [2.255, -2.327, 1.441], [0.221, 0.050, -1.044], [-0.789, 1.360, -1.312], [-1.883, 1.145, -2.089], [-0.606, 2.736, -0.746], [-0.368, 2.773, 0.740], [-1.647, 3.721, -1.219], [2.735, -0.015, -4.010], [2.213, 0.350, -5.210], [4.143, -0.419, -3.979], [4.737, 1.782, 1.397], [3.427, 2.899, 0.504], [5.231, 2.693, -0.259], [3.439, 0.102, 0.400], [4.711, 0.353, -0.995], [1.895, 1.972, -0.925], [4.372, 2.012, -3.023], [3.572, 3.395, -2.027], [2.567, 2.694, -3.447], [0.872, 1.128, -3.027], [2.284, -2.355, -2.629], [3.624, -1.536, -1.695], [-0.532, -0.861, -1.124], [0.687, 0.208, 0.011], [-1.315, 2.590, 1.403], [0.006, 3.880, 0.990], [0.476, 2.062, 1.137], [-1.724, 3.730, -2.406], [-2.716, 3.579, -0.755], [-1.232, 4.803, -0.938], [-4.690, 1.781, 0.349], [-5.596, 1.447, -0.579], [-6.921, 1.836, -0.415], [-7.863, 1.492, -1.384], [-7.472, 0.753, -2.503], [-6.140, 0.363, -2.657], [-5.196, 0.717, -1.693], [-7.208, 2.402, 0.465], [-8.900, 1.798, -1.268], [-8.208, 0.481, -3.257], [-5.839, -0.216, -3.527], [-4.156, 0.429, -1.801], [3.362, -3.583, 4.027], [2.389, -4.123, 4.772], [1.253, -4.630, 4.151], [0.241, -5.197, 4.926], [0.372, -5.241, 6.316], [1.514, -4.725, 6.931], [2.531, -4.168, 6.155], [1.165, -4.579, 3.070], [-0.648, -5.603, 4.449], [-0.419, -5.679, 6.920], [1.612, -4.757, 8.013], [3.429, -3.771, 6.615]],
  "forces_ev_per_angstrom": [[-0.724, -0.770, 0.260], [1.957, 0.943, 0.158], [0.714, 2.602, 0.948], [-0.117, 0.949, 0.617], [0.663, 2.968, -0.262], [-2.011, -1.493, -1.600], [1.974, -4.093, 0.506], [-5.713, -4.454, -4.531], [6.848, 5.068, 2.500], [0.008, 0.338, -0.915], [-2.569, 1.481, 1.625], [-4.258, -1.522, -2.604], [5.810, 1.568, 4.118], [-1.178, -2.300, -0.110], [0.755, 1.316, 1.020], [0.310, 1.260, -0.648], [4.356, -0.587, -6.193], [1.981, -1.217, 5.840], [-6.149, 1.587, 0.896], [-0.567, 1.093, -2.112], [2.207, -1.303, -0.280], [-1.909, -0.976, 1.301], [0.126, 1.184, -1.821], [-2.227, 0.789, 0.989], [1.457, -1.478, -1.187], [-2.202, 0.368, 0.540], [-0.504, -2.064, -0.932], [1.801, -1.166, 1.724], [0.327, -0.329, -0.141], [0.145, 1.729, 2.307], [-2.628, 0.518, 0.425], [1.758, 2.016, 0.511], [-0.802, -0.577, -1.567], [1.414, 0.201, -1.362], [-0.797, -2.305, -0.465], [-1.653, 1.216, -1.255], [0.177, -0.415, 2.739], [1.981, 0.100, -0.819], [-0.943, -2.245, -0.355], [0.013, 0.064, 0.143], [-0.621, -0.298, -0.794], [0.020, 0.055, 0.075], [0.372, -0.204, -0.178], [-0.045, 0.065, 0.088], [-0.220, 0.252, 0.363], [0.172, -0.111, 0.021], [0.064, -0.031, -0.063], [0.164, -0.037, 0.023], [0.114, 0.050, 0.121], [0.033, 0.132, 0.190], [0.080, 0.118, 0.014], [0.060, -0.061, 0.179], [-0.633, -0.334, 0.418], [-0.048, -0.087, -0.135], [0.395, 0.162, 0.329], [0.017, 0.008, -0.029], [-0.131, -0.051, -0.401], [0.049, 0.032, 0.002], [0.063, 0.065, 0.102], [0.181, 0.115, 0.032], [0.136, 0.083, -0.092], [0.020, 0.013, -0.184], [-0.072, 0.000, -0.089]]
}


5.
{
  "formula": "H28O14",
  "method": "wB97M-V/def2-TZVPD",
  "relative_energy_kcal_mol": 137.41,
  "e_homo_ev": -10.5,
  "multiplicity": 1,
  "orbital_gap_ev": 9.51,
  "e_lumo_ev": -0.98,
  "energy_ev": -29115.693,
  "symbols": ["H", "H", "H", "H", "H", "H", "H", "H", "H", "H", "H", "H", "H", "H", "H", "H", "H", "H", "H", "H", "H", "H", "H", "H", "H", "H", "H", "H", "O", "O", "O", "O", "O", "O", "O", "O", "O", "O", "O", "O", "O", "O"],
  "positions_angstrom": [[-1.305, 0.240, 0.920], [-0.002, 0.411, 0.054], [1.442, -1.816, 1.990], [2.005, -1.072, 0.808], [-5.555, 0.407, 0.344], [-6.520, 1.414, -0.213], [1.461, 1.688, 5.232], [1.553, 0.585, 4.189], [0.547, -4.342, 1.241], [0.690, -2.794, 0.883], [2.079, 1.330, 0.292], [2.533, 1.359, -1.159], [-0.274, -2.089, -0.662], [-1.383, -1.254, -0.235], [-5.023, -2.789, 1.117], [-4.328, -2.360, -0.035], [-3.846, 0.499, -0.590], [-2.716, -0.326, -0.848], [1.971, -2.939, -3.457], [1.224, -1.870, -3.016], [4.746, -0.874, -0.758], [4.063, -0.361, 0.566], [1.017, 3.655, -0.467], [1.442, 4.163, 0.898], [-2.635, 3.244, -2.540], [-2.513, 3.616, -0.916], [3.620, -0.103, -2.118], [4.844, 0.578, -1.587], [-0.962, 0.757, 0.216], [1.945, -1.027, 1.845], [-5.663, 1.052, -0.443], [1.576, 1.544, 4.310], [0.817, -3.433, 1.573], [2.753, 1.750, -0.238], [-0.514, -1.423, 0.083], [-5.214, -2.359, 0.260], [-3.502, -0.365, -0.371], [2.138, -2.046, -3.139], [4.662, -0.177, -0.108], [1.269, 4.446, 0.024], [-2.988, 3.162, -1.610], [4.548, -0.082, -2.332]],
  "forces_ev_per_angstrom": [[-0.203, -0.374, 1.211], [-3.102, 1.036, 0.845], [-0.281, -0.798, 0.981], [0.059, 0.376, 2.960], [-0.076, 1.150, -2.027], [-0.252, 0.479, -0.328], [-0.142, 0.163, 1.192], [0.059, 0.237, -0.044], [0.517, 1.934, 0.535], [-0.667, -0.132, -0.719], [-0.282, -0.032, 0.767], [0.760, 1.232, 2.092], [-0.132, 1.252, 1.853], [-1.381, 0.645, 0.146], [-0.922, 0.203, -0.219], [1.419, 0.731, -1.324], [-0.722, 0.724, -0.022], [2.182, 0.252, -1.333], [1.083, -0.495, -0.300], [-1.371, 1.331, 0.380], [-0.135, -0.676, 0.242], [-1.299, -0.665, 1.880], [0.230, 0.113, 0.244], [0.328, -0.566, 1.349], [-0.070, 0.382, 2.151], [0.653, 0.288, -0.547], [-0.519, -0.351, -0.396], [-0.576, -1.475, -2.221], [2.843, 2.066, -1.612], [0.730, 1.037, -3.581], [-0.077, -1.623, 2.432], [0.099, -0.398, -1.239], [-0.244, -2.585, 0.143], [-0.913, -0.885, -2.742], [2.135, -4.633, -2.712], [-0.891, -0.999, 1.731], [-0.942, -0.697, 0.944], [0.198, -0.782, -0.046], [1.970, 0.526, 0.831], [-0.581, 0.577, -1.563], [-0.565, -0.741, -1.605], [1.080, 2.173, -0.329]]
}


6.
{
  "formula": "C7H8N2O2",
  "method": "wB97M-V/def2-TZVPD",
  "smiles": "CNC(=O)[C@]12C=CC(=O)N1C2",
  "relative_energy_kcal_mol": 74.06,
  "e_homo_ev": -9.8,
  "multiplicity": 1,
  "orbital_gap_ev": 9.87,
  "e_lumo_ev": 0.08,
  "energy_ev": -14461.247,
  "symbols": ["C", "C", "C", "C", "C", "C", "C", "N", "N", "O", "O", "H", "H", "H", "H", "H", "H", "H", "H"],
  "positions_angstrom": [[2.440, 0.914, -0.753], [1.314, 1.601, -0.709], [2.434, -0.495, -0.143], [-1.011, 0.406, -0.141], [0.948, 0.337, 1.579], [0.400, 0.542, 0.257], [-2.994, -1.132, -0.332], [1.171, -0.652, 0.526], [-1.500, -0.838, -0.249], [3.173, -1.454, -0.258], [-1.734, 1.417, -0.184], [3.292, 0.967, -1.411], [1.023, 2.649, -0.982], [1.685, 1.047, 1.870], [0.228, 0.019, 2.367], [-3.092, -1.590, 0.619], [-3.694, -0.267, -0.423], [-3.128, -1.868, -1.021], [-0.956, -1.604, -0.611]],
  "forces_ev_per_angstrom": [[1.653, -1.628, -1.592], [-1.439, -1.886, 2.863], [-0.617, -1.037, -0.233], [-1.990, 1.588, 0.640], [-2.034, -0.273, 1.608], [1.201, 2.289, -2.806], [1.815, 2.528, 2.051], [0.282, 0.298, -0.188], [-1.809, -0.220, -1.163], [-0.389, 2.195, -0.055], [0.992, -1.123, -0.023], [0.408, 1.132, 0.071], [0.209, -1.526, 0.022], [0.790, 0.119, 0.231], [0.862, 0.106, -0.464], [-1.065, -0.427, 1.007], [1.134, -0.591, -0.145], [-0.570, -1.743, -2.286], [0.568, 0.200, 0.462]]
}


Number 1: molar mass 60.06 g/mol. Number 2: molar mass 144.03 g/mol. Number 3: molar mass 880.51 g/mol. Number 4: molar mass 613.27 g/mol. Number 5: molar mass 252.21 g/mol. Number 6: molar mass 152.15 g/mol.